No. 1
29 unconnected molecules or ions with the total composition C24H106O29 in a non-equilibrium geometry, computed with the ωB97M-V functional and the def2-TZVPD basis.

Computed properties:
DFT total energy   -3159.74809 Ha

The geometry in ORCA input format:
```
! RIJCOSX wB97M-V def2-TZVPD def2/J DEFGRID3
* xyz 0 1
O -11.59644 -1.77569 11.49811
H -12.39506 -1.73139 12.02393
H -10.91002 -1.44174 12.07563
O -10.78083 1.43421 12.66812
H -11.67863 1.52847 12.34982
H -10.77191 1.90203 13.50316
O -12.26691 -3.15923 15.11500
H -12.27210 -3.96061 14.59156
H -11.94948 -2.48341 14.51604
O -13.40200 2.29853 15.60762
H -14.07177 1.67752 15.32132
H -13.79284 3.15928 15.45728
O -10.20709 6.16347 19.73227
H -9.99779 6.96868 20.20564
H -10.56695 6.46262 18.89726
O -13.82420 -1.53627 13.15730
H -14.40969 -1.12482 13.79302
H -14.23479 -2.37886 12.96317
O -12.77612 3.21224 18.62355
H -12.69648 2.39287 18.13516
H -13.67722 3.49640 18.47023
O -13.39399 4.83952 12.88754
H -13.74151 5.14883 13.72407
H -13.82005 5.39155 12.23182
O -9.19748 5.55546 9.16618
H -10.03152 5.64813 8.70573
H -9.43778 5.23676 10.03620
O -10.57757 -0.97141 13.99237
H -10.36192 -0.48514 14.78815
H -10.50463 -0.32581 13.28944
O -13.43849 2.37098 12.02795
H -13.28200 3.19453 12.49001
H -14.32981 2.12342 12.27388
O -9.10244 8.55414 16.04131
H -9.01465 7.80634 15.45029
H -8.23605 8.65057 16.43667
O -9.95229 5.07608 11.57331
H -10.78386 5.00185 12.04151
H -9.44114 5.69949 12.08936
O -6.00368 8.81869 17.34482
H -5.83946 7.94271 16.99565
H -5.16333 9.09174 17.71291
O -12.03955 4.70674 20.87924
H -11.40192 5.35820 20.58722
H -12.38033 4.32506 20.07028
O -11.22292 8.56090 12.73789
H -11.69251 7.92355 12.19983
H -10.79327 9.13786 12.10642
O -9.52428 2.09164 10.05004
H -9.94782 2.94900 10.09191
H -10.13905 1.49889 10.48241
C -7.82772 0.30848 16.06335
C -6.30184 0.42554 16.53783
O -5.28186 0.03526 15.62467
H -8.04011 -0.63752 15.56526
H -8.08864 1.09624 15.35664
H -8.55914 0.41240 16.86481
H -6.19530 -0.18661 17.43338
H -5.96918 1.39130 16.91826
H -4.41234 0.06067 16.03073
C -7.51899 -2.87889 13.75271
C -7.09732 -1.83353 12.76090
O -5.62161 -1.98516 12.75786
H -6.79095 -2.90853 14.56338
H -7.47344 -3.89924 13.37207
H -8.53113 -2.66662 14.09713
H -7.42305 -0.84708 13.09093
H -7.50216 -1.92033 11.75259
H -5.24557 -1.53114 13.51552
C -13.10605 5.69819 16.27299
C -14.63134 5.48821 16.34380
O -14.92959 4.62424 15.30729
H -12.87920 6.36112 17.10796
H -12.78556 6.30518 15.42626
H -12.43268 4.87235 16.50245
H -15.12685 6.44581 16.18390
H -14.85784 5.02047 17.30193
H -15.85831 4.77614 15.11752
C -6.74305 2.68916 11.99863
C -5.86768 2.52516 13.21976
O -4.99949 1.39372 13.17691
H -6.09140 2.57400 11.13249
H -7.16351 3.69111 12.08461
H -7.43990 1.85279 11.94395
H -6.62638 2.52938 14.00234
H -5.26378 3.42483 13.33805
H -5.23850 0.90433 13.96747
C -16.32938 -0.27058 16.80057
C -16.31566 0.60849 15.50522
O -15.26316 0.17779 14.70921
H -17.12537 -0.01745 17.50086
H -15.41572 -0.24813 17.39455
H -16.36094 -1.34172 16.60121
H -16.26736 1.65921 15.79114
H -17.29102 0.57503 15.01978
H -15.33203 0.48903 13.80368
C -11.47513 -0.31612 19.04056
C -12.36781 -1.20060 18.23913
O -11.56927 -2.30765 17.79280
H -10.58831 -0.21976 18.41416
H -11.09405 -0.87122 19.89772
H -11.85622 0.59345 19.50482
H -12.73229 -0.54483 17.44842
H -13.10363 -1.58102 18.94762
H -11.94531 -2.71241 17.00772
C -6.67589 6.52991 13.58091
C -7.86567 7.41849 13.12792
O -9.12803 6.94575 13.71597
H -5.71384 6.90207 13.22870
H -6.72174 5.50859 13.20287
H -6.62948 6.46046 14.66770
H -7.93252 7.31470 12.04493
H -7.61904 8.44813 13.38701
H -9.83688 7.55118 13.48664
C -4.78494 4.08021 16.40459
C -3.91737 5.21872 16.04156
O -4.41918 6.19671 16.96865
H -5.85677 4.19391 16.24225
H -4.57074 3.74612 17.41977
H -4.46790 3.29332 15.72020
H -4.05067 5.60692 15.03180
H -2.85931 5.00873 16.19815
H -3.63351 6.70623 17.18014
C -8.69254 1.90399 19.65818
C -7.87047 3.12041 19.91015
O -8.64313 3.94310 20.67266
H -8.64801 1.24370 20.52429
H -8.18327 1.38155 18.84837
H -9.75712 2.02591 19.45841
H -7.52734 3.67909 19.03938
H -6.92603 2.84092 20.37708
H -9.29333 4.45326 20.18422
C -12.34429 9.93590 17.43231
C -12.03641 9.03478 18.69052
O -11.23470 8.05692 18.04054
H -11.35178 10.22009 17.08265
H -13.03719 10.73501 17.69579
H -12.80741 9.47381 16.56048
H -12.92317 8.67466 19.21214
H -11.43957 9.62554 19.38541
H -10.67211 8.46611 17.37900
C -9.47315 3.83376 15.13714
C -10.13891 2.88443 16.12331
O -10.82838 1.96496 15.26909
H -8.72159 4.37339 15.71338
H -10.14957 4.61250 14.78484
H -8.93246 3.36092 14.31728
H -10.85380 3.35184 16.80050
H -9.48442 2.32159 16.78886
H -11.70336 2.01814 15.66046
C -5.68349 5.63455 20.15366
C -4.87992 6.78881 20.76797
O -4.10179 6.39059 21.88512
H -5.13282 4.89243 19.57563
H -6.42196 5.95464 19.41860
H -6.24287 5.09505 20.91794
H -5.55124 7.57039 21.12376
H -4.10290 7.11145 20.07497
H -4.08298 7.15762 22.46212
*
```



No. 2
A molecular structure, C24H13AsCl5Tl in a non-equilibrium geometry, computed with the ωB97M-V functional and the def2-TZVPD basis.

Computed properties:
DFT total energy   -5630.41191 Ha

The geometry in ORCA input format:
```
! RIJCOSX wB97M-V def2-TZVPD def2/J DEFGRID3
* xyz 0 1
Tl -1.08068 2.92214 -1.28531
Cl 0.50626 2.64306 -4.30705
C -0.79732 1.53526 -4.55843
C -1.22791 0.68815 -3.50677
C -0.68666 0.20339 -2.30330
Cl -0.59274 -0.41318 -1.05797
C -2.40566 0.00306 -4.00710
Cl -3.28589 -1.14350 -3.08587
C -2.64889 0.45253 -5.28212
Cl -3.93476 -0.03524 -6.30727
C -1.66402 1.41450 -5.61784
Cl -1.60431 2.28715 -7.09050
C 2.57599 -0.81550 5.01083
C 2.92144 0.46389 4.60133
C 2.87598 0.79500 3.25555
C 2.46663 -0.14644 2.31081
C 2.11280 -1.42217 2.72741
C 2.17159 -1.75544 4.07383
As 2.33156 0.53879 0.47897
C 0.19877 1.24448 0.78962
C -0.05703 2.35302 1.56922
C -1.37204 2.77725 1.82100
C -2.43310 2.04665 1.26389
C -2.14723 0.97343 0.44935
C -0.80325 0.51103 0.02900
C 0.76574 -0.66677 -0.90457
C -1.04047 -1.73012 -0.93009
C -0.90376 -3.07011 -0.76015
C 0.53122 -3.42517 -0.66042
C 1.81158 -2.58624 -0.43758
C 1.89844 -1.14789 -0.52836
H 2.62158 -1.07988 6.05906
H 3.23595 1.20104 5.32871
H 3.16438 1.78731 2.92429
H 1.77857 -2.15945 2.00915
H 1.90165 -2.75440 4.39108
H 0.77445 2.85259 2.05451
H -1.56039 3.61118 2.48200
H -3.45875 2.30459 1.49102
H -2.88399 0.36537 -0.07441
H -1.72844 -0.19814 -1.08525
H -1.69595 -3.79814 -0.71112
H 0.70649 -4.48965 -0.56265
H 2.66214 -3.13740 -0.05649
*
```